[1]
Molecular formula: C4H9MnOSTe4
Method: DFT, the ωB97M-V functional and the def2-TZVPD basis

Values from the calculation:
- HOMO-LUMO gap (spin up / spin down): 0.207 / 0.203 Ha
- Highest occupied orbital energy (spin up / spin down): -10.8484 / -11.1916 eV
- <S²>: 4.03

The geometry in ORCA input format:
```
! RIJCOSX wB97M-V def2-TZVPD def2/J DEFGRID3
* xyz 1 4
Mn 0.345 -1.340 -0.031
Te 2.434 -2.704 -0.815
Te 4.020 -2.459 1.247
Te 2.596 -1.201 3.177
Te 0.065 -1.631 2.443
C 0.300 1.887 0.990
S 1.275 0.746 0.011
C 0.949 1.373 -1.649
H 0.710 2.884 0.837
H 0.408 1.596 2.032
H -0.751 1.861 0.708
H -0.120 1.464 -1.829
H 1.386 0.677 -2.362
H 1.428 2.344 -1.755
C -2.889 -0.757 -0.295
C -1.465 -1.077 -0.477
O -0.946 -1.526 -1.510
H -3.394 -1.694 -0.035
H -3.331 -0.383 -1.217
H -3.021 -0.061 0.529
*
```

=====

[2]
Molecular formula: C4H9N
Method: DFT, the ωB97M-V functional and the def2-TZVPD basis

Values from the calculation:
- HOMO-LUMO gap: 0.332 Ha
- Structure (SMILES): C=CNCC
- Highest occupied orbital energy: -7.8468 eV

The geometry in ORCA input format:
```
! RIJCOSX wB97M-V def2-TZVPD def2/J DEFGRID3
* xyz 0 1
C -1.516 -1.827 -0.167
C -0.874 -0.675 -0.108
N 0.477 -0.427 -0.102
C 0.781 0.888 -0.500
C 0.945 1.711 0.815
H -2.585 -1.982 -0.434
H -1.064 -2.830 -0.066
H -1.490 0.203 0.170
H 1.185 -1.242 -0.204
H -0.033 1.261 -1.105
H 1.651 1.017 -1.261
H 1.094 2.844 0.608
H 1.800 1.304 1.360
H 0.082 1.825 1.408
*
```

=====

[3]
Molecular formula: C4H9N
Method: DFT, the ωB97M-V functional and the def2-TZVPD basis

Values from the calculation:
- HOMO-LUMO gap: 0.344 Ha
- Structure (SMILES): C=CN.C=C
- Highest occupied orbital energy: -8.3837 eV

The geometry in ORCA input format:
```
! RIJCOSX wB97M-V def2-TZVPD def2/J DEFGRID3
* xyz 0 1
C 2.743 1.355 -0.565
C 1.762 0.555 -1.033
N 1.635 -0.826 -0.361
H 3.677 0.944 -0.084
H 2.523 2.459 -0.524
H 1.011 0.773 -1.814
H 0.593 -1.080 -0.363
H 2.134 -0.479 0.486
C -2.509 0.041 0.691
C -2.958 -1.245 0.767
H -2.199 0.654 1.536
H -2.049 0.374 -0.214
H -3.195 -1.679 1.713
H -3.167 -1.848 -0.235
*
```